1.
The following is a DFT calculation (ωB97M-V/def2-TZVPD) of an isolated molecule of C4H6ClFN2 at a distorted geometry.

## Properties
- E_HOMO: -0.3548 Eh
- SMILES: [H]/N=C(/[C@@H](F)Cl)N1CC1
- Net charge: 0
- 2S+1: 1

XYZ file:
```
14
Properties=species:S:1:pos:R:3:forces:R:3:lowdin_charge:R:1
H -1.49418 -1.73221 -0.84432 -0.901 1.840 -0.663 0.11
N -1.37654 -0.77265 -1.33227 -1.401 -3.665 0.741 0.17
C -0.42618 -0.26095 -0.71281 0.198 1.937 -4.508 -0.54
C 0.37277 0.68194 -1.64136 2.361 1.904 0.794 -0.65
F 0.06138 0.56331 -2.91726 -0.342 -1.278 -1.283 -0.04
Cl 0.04814 2.46373 -1.42513 0.113 -0.042 0.942 0.59
N 0.22577 -0.61691 0.35394 0.104 -1.843 4.360 -0.09
C 0.69482 0.35465 1.25102 2.501 -1.161 1.928 -0.15
C -0.31290 -0.76049 1.78829 -0.654 0.097 0.298 -0.03
H 1.54186 0.56749 -1.56103 -2.282 0.007 0.273 0.15
H 0.33024 1.35680 1.11137 -0.406 0.240 0.311 0.07
H 1.86185 0.34497 1.40255 -2.422 -0.168 0.197 0.14
H -0.11486 -1.80261 2.35323 0.345 2.786 -1.567 0.13
H -1.41217 -0.38708 2.17380 2.787 -0.653 -1.822 0.14
```
Forces are in eV/Å.

2.
The following is a DFT calculation (ωB97M-V/def2-TZVPD) of the ion C4H6ClN2O with charge +1 at a distorted geometry.

## Properties
- E_HOMO: -0.5226 Eh
- SMILES: O[C@]12[NH+]=CN[C@H]1[C@H]2Cl
- Net charge: +1
- 2S+1: 1

XYZ file:
```
14
Properties=species:S:1:pos:R:3:forces:R:3:lowdin_charge:R:1
O -1.29813 -1.67162 -0.32936 -1.151 -1.766 -1.956 0.11
C -0.34827 -0.79076 -0.04553 3.248 0.170 -0.630 -0.45
N -0.59457 -0.04253 1.15906 0.098 0.550 -1.575 0.20
C -0.18703 1.18194 0.99575 0.795 2.314 0.645 -0.04
N 0.43389 1.38403 -0.15574 -1.683 -0.529 0.750 0.13
C 0.38589 0.24458 -0.96257 0.629 -2.382 2.853 -0.13
C 1.18562 -0.91997 -0.31215 0.382 -1.210 -1.624 -0.41
Cl 2.63129 -0.68844 0.88372 -2.460 -0.103 -1.661 0.56
H -1.30648 -2.10687 -1.25986 0.423 1.317 2.357 0.20
H -1.24693 -0.29848 1.84582 -0.927 -0.600 1.015 0.17
H -0.36103 1.99034 1.73412 0.399 -0.760 -0.462 0.19
H 1.01283 2.09173 -0.50040 0.538 1.943 0.327 0.17
H 0.23462 0.37721 -1.98009 0.038 0.076 -1.798 0.14
H 1.44661 -1.67268 -1.14280 -0.329 0.981 1.757 0.14
```
Forces are in eV/Å.

3.
The following is a DFT calculation (ωB97M-V/def2-TZVPD) of an isolated molecule of C4H6ClNO at a distorted geometry.

## Properties
- E_HOMO: -0.3694 Eh
- SMILES: O=CN1C[C@H]1CCl
- Net charge: 0
- 2S+1: 1

XYZ file:
```
13
Properties=species:S:1:pos:R:3:forces:R:3:lowdin_charge:R:1
O 2.45866 -1.90169 -0.11987 -2.616 7.732 -1.807 -0.09
C 2.09293 -0.66753 -0.55033 1.100 -4.285 -1.379 -0.20
N 0.84361 -0.03813 -0.61479 -1.424 -1.951 2.990 -0.04
C 0.16421 1.25116 -0.54010 -1.033 0.131 0.083 -0.08
C -0.20310 0.13524 0.43698 1.649 0.818 1.289 -0.30
C -1.55708 -0.52767 0.63749 -2.004 -1.911 1.782 -0.53
Cl -2.76951 -0.98478 -0.68857 1.318 0.738 0.307 0.46
H 2.64184 -0.07277 -1.37149 0.513 -1.135 1.485 0.14
H -0.72904 1.43972 -1.28090 2.478 -0.120 0.917 0.15
H 0.76663 2.09384 -0.06831 -1.126 -0.900 -1.025 0.13
H 0.13602 0.50582 1.52979 -0.306 -1.497 -2.427 0.18
H -1.79490 -1.45571 1.38872 1.989 1.897 -1.956 0.12
H -2.05026 0.22250 1.24139 -0.538 0.482 -0.260 0.05
```
Forces are in eV/Å.

4.
The following is a DFT calculation (ωB97M-V/def2-TZVPD) of an isolated molecule of C4H6ClNO2 at a distorted geometry.

## Properties
- E_HOMO: -0.3707 Eh
- SMILES: O=CN(C=O)CCCl
- Net charge: 0
- 2S+1: 1

XYZ file:
```
14
Properties=species:S:1:pos:R:3:forces:R:3:lowdin_charge:R:1
O -2.01759 -1.58870 1.36287 0.732 1.229 0.131 0.08
C -1.24953 -0.66052 1.23382 -0.779 -1.212 -0.243 -0.26
N -0.16217 -0.66366 0.35883 0.626 -0.307 -0.243 -0.06
C 0.17781 -1.77531 -0.43523 -0.725 -0.755 -0.092 -0.26
O -0.50129 -2.76184 -0.59534 0.906 0.993 0.094 0.09
C 0.69389 0.51318 0.23829 -0.148 0.577 1.029 -0.27
C 0.18443 1.41683 -0.86967 -0.318 0.304 0.402 -0.58
Cl 1.20087 2.87485 -0.91473 0.048 0.136 -0.134 0.57
H -1.33045 0.29034 1.78373 0.000 -0.004 0.067 0.14
H 1.17369 -1.62408 -0.91253 -0.319 -0.104 0.098 0.14
H 0.65764 1.08044 1.19389 0.068 -0.411 -0.503 0.12
H 1.76023 0.24927 0.07990 -0.722 -0.040 -0.013 0.13
H -0.86553 1.74816 -0.71622 0.719 -0.372 -0.037 0.09
H 0.27801 0.90105 -1.80762 -0.088 -0.034 -0.556 0.07
```
Forces are in eV/Å.

5.
The following is a DFT calculation (ωB97M-V/def2-TZVPD) of an isolated molecule of C4H6ClNO2 at a distorted geometry.

## Properties
- E_HOMO (spin up / spin down): -0.2963 / -0.2962 Eh
- SMILES: [O-]/[NH+]=C\C=C(\O)CCl
- Net charge: 0
- 2S+1: 1

XYZ file:
```
14
Properties=species:S:1:pos:R:3:forces:R:3:lowdin_charge:R:1
O -0.92191 0.86486 1.17572 -0.498 0.619 0.731 -0.14
N -1.66158 0.87403 0.12808 -0.396 0.298 -0.410 -0.12
C -1.37676 0.15477 -0.92875 0.034 -0.060 0.244 -0.08
C -0.32760 -0.77617 -0.75927 0.152 0.028 0.266 -0.06
C 0.59040 -0.55739 0.23708 0.487 -0.919 -0.806 -0.41
O 1.21057 -1.58846 0.84510 0.117 0.101 0.042 0.06
C 1.36268 0.71175 0.41887 -0.012 -0.008 0.180 -0.51
Cl 2.93486 0.49039 -0.41908 0.222 0.058 -0.053 0.58
H -2.53306 1.40582 0.18204 0.181 -0.183 -0.094 0.17
H -2.06073 0.14735 -1.76012 -0.167 0.144 0.007 0.12
H -0.46329 -1.76528 -1.17070 0.053 -0.129 -0.099 0.11
H 0.78462 -2.42776 0.62758 -0.093 0.181 -0.005 0.12
H 1.57259 0.89718 1.46925 -0.059 0.047 -0.085 0.09
H 0.88921 1.56890 -0.04580 -0.022 -0.178 0.081 0.08
```
Forces are in eV/Å.

6.
The following is a DFT calculation (ωB97M-V/def2-TZVPD) of an isolated molecule of C4H6ClNOS at a distorted geometry.

## Properties
- E_HOMO: -0.3074 Eh
- Net charge: 0
- 2S+1: 1

XYZ file:
```
14
Properties=species:S:1:pos:R:3:forces:R:3:lowdin_charge:R:1
C 0.16999 -0.86213 2.37397 1.787 0.095 -0.525 -0.23
C 1.71438 -0.66081 2.19016 -0.703 0.551 -0.224 -1.06
C -0.33449 -0.28821 0.12409 1.602 1.191 1.779 -0.27
C -0.80994 1.30724 -1.51781 0.940 -1.086 0.498 -0.05
N -0.62030 -0.70120 1.42486 -1.167 0.547 -1.404 0.08
O -0.66980 0.98782 -0.16057 0.851 -1.513 1.659 -0.08
S 2.11088 -0.52995 0.47989 -1.128 -0.354 -0.333 0.59
Cl 1.85832 0.97530 2.99351 0.136 0.363 0.557 0.50
H -0.17244 -1.02360 3.37985 -0.308 -0.335 0.256 0.11
H 2.35354 -1.29887 2.83157 -0.627 0.048 -0.682 0.06
H -0.45709 -0.91270 -0.72732 0.023 -1.132 -0.165 0.11
H -0.62056 2.30780 -1.57776 0.432 2.692 -0.346 0.08
H -1.76942 1.09603 -1.78545 -2.915 -0.370 -0.878 0.07
H -0.18713 0.79390 -2.20921 1.076 -0.695 -0.193 0.10
```
Forces are in eV/Å.

7.
The following is a DFT calculation (ωB97M-V/def2-TZVPD) of an isolated molecule of C4H6ClNOS at a distorted geometry.

## Properties
- E_HOMO: -0.3417 Eh
- SMILES: CO/C=N/[C@H]1S[C@H]1Cl
- Net charge: 0
- 2S+1: 1

XYZ file:
```
14
Properties=species:S:1:pos:R:3:forces:R:3:lowdin_charge:R:1
C -2.86980 -0.05100 0.53133 -1.207 0.258 -1.966 -0.06
O -1.77035 -0.27834 -0.32775 -0.384 0.029 -0.414 -0.08
C -0.57973 0.24066 -0.07715 2.088 -0.499 0.748 -0.26
N 0.34772 -0.04689 -0.91175 -0.226 1.210 0.948 0.04
C 1.66240 0.45639 -0.65343 0.100 1.062 -2.139 -0.65
S 2.39548 0.64301 0.98178 0.004 1.001 1.332 0.83
C 2.72841 -0.52526 -0.24134 0.515 -0.339 -2.321 -1.05
Cl 2.29257 -2.21574 -0.01390 -0.041 0.054 0.043 0.57
H -3.82273 -0.26506 -0.07099 1.510 -0.610 1.202 0.13
H -3.00624 0.97503 0.71142 0.208 1.718 0.394 0.06
H -2.69572 -0.51580 1.46176 -0.425 -1.061 0.957 0.08
H -0.30204 0.74344 0.94122 -1.061 -0.616 -1.658 0.15
H 1.99155 1.30355 -1.44465 -0.717 -2.160 1.908 0.16
H 3.62849 -0.46399 -0.88656 -0.363 -0.048 0.968 0.08
```
Forces are in eV/Å.

8.
The following is a DFT calculation (ωB97M-V/def2-TZVPD) of an isolated molecule of C4H6ClNOS at a distorted geometry.

## Properties
- E_HOMO (spin up / spin down): -0.2594 / -0.3977 Eh
- Net charge: 0
- 2S+1: 3

XYZ file:
```
14
Properties=species:S:1:pos:R:3:forces:R:3:mulliken_spin:R:1
C -1.22158 -1.68898 0.13523 -0.217 0.158 0.146 0.02
C 1.69864 0.64883 0.22798 -1.554 0.922 -2.287 0.00
C 0.95918 -0.39696 -0.57155 -4.276 0.986 0.605 0.03
C -0.66589 -0.40829 0.26723 3.256 0.323 -4.317 0.06
N -1.60888 -2.72705 -0.12750 -0.461 -1.315 -0.170 0.02
O -1.22786 2.15193 0.03914 0.278 1.674 0.499 0.53
S -1.65039 0.90552 -0.60906 2.439 -1.276 -1.510 0.78
Cl -3.48192 0.36879 0.43389 -3.163 -0.538 1.541 0.57
H 1.90298 0.29704 1.16239 1.106 -1.384 2.416 0.00
H 2.53648 0.83107 -0.36484 1.970 0.746 -0.324 0.00
H 1.18826 1.59093 0.45185 -0.239 -0.135 -0.773 0.00
H 1.44651 -1.33533 -0.56985 0.233 -1.221 0.715 0.01
H 0.67701 -0.28164 -1.66524 0.466 0.721 1.405 -0.01
H -0.55252 0.04412 1.19034 0.163 0.341 2.053 0.00
```
Forces are in eV/Å.

We obtain ΔE to the lowest compared entry with this formula, charge and spin values of 3.234 1.481 4.591 0.746 3.742 2.803 2.552 1.400 eV for the records listed above, in that order.